Record 1
Formula: C23H19Cl4I2N4O2SSiTa
Source: OMol25
Level of theory: the ωB97M-V functional and the def2-TZVPD basis

```
57
Properties=species:S:1:pos:R:3:forces:R:3
Ta 1.184464 -1.066087 0.299794 -1.5 0.1 0.8
I -4.723402 3.670397 2.211911 -0.2 0.1 0.1
C -3.206537 2.501747 1.430247 0.2 -0.1 -0.1
C -2.716641 2.766287 0.160143 0.0 -0.1 0.1
C -1.673104 2.004678 -0.359503 -0.3 0.4 0.0
I -0.891565 2.578112 -2.190943 0.0 -0.1 -0.1
C -1.150033 0.976066 0.398640 0.6 -0.6 -0.2
O -0.109295 0.217867 -0.069234 -0.2 0.5 -0.4
C -1.623195 0.709074 1.678483 -0.2 0.1 0.2
C -0.977595 -0.359130 2.515765 0.0 0.2 0.2
N 0.500732 -0.183405 2.529395 -0.5 -0.1 -0.5
C 0.831419 1.100568 3.199131 0.4 -0.2 0.2
C 0.871220 2.383207 2.396839 -0.1 0.0 0.0
C 0.567894 3.559804 3.076026 0.0 0.0 -0.1
C 0.681673 4.765521 2.408901 0.0 0.0 -0.1
C 1.102543 4.756753 1.087870 0.0 0.0 0.1
C 1.374847 3.535006 0.497232 0.0 0.0 0.0
N 1.256952 2.365707 1.127354 0.2 0.1 0.1
C -2.651317 1.483433 2.193776 0.0 -0.1 -0.1
H -3.124370 3.576887 -0.426039 0.0 0.0 0.0
H -1.390467 -0.308260 3.527860 0.1 0.0 0.0
H -1.184402 -1.341659 2.115628 -0.1 -0.1 0.1
H 0.902993 -0.938371 3.078770 -0.1 0.1 0.1
H 0.105964 1.243726 4.004144 0.1 0.0 0.1
H 1.810489 0.982522 3.670793 0.0 0.0 0.0
H 0.252409 3.528936 4.110003 0.0 0.0 0.0
H 0.443912 5.693378 2.910226 0.0 0.0 0.0
H 1.221439 5.672115 0.527091 0.0 0.0 0.0
H 1.702259 3.489301 -0.533575 0.0 0.0 0.0
H -3.014510 1.286425 3.193514 0.0 0.0 0.0
O -0.610430 -2.210314 0.408080 0.1 -0.1 -0.1
N -0.546472 -3.528872 0.189108 -0.2 0.0 0.1
C -1.332971 -4.346032 0.915106 0.0 0.0 0.0
C -1.285304 -5.694980 0.697492 0.0 0.0 0.0
C -0.419257 -6.193240 -0.281583 -0.1 0.0 0.0
C 0.366257 -5.329375 -1.007042 0.0 0.0 -0.1
C 0.300559 -3.958526 -0.756237 0.1 0.1 -0.2
S 1.196581 -2.736326 -1.573171 0.5 0.1 0.0
H -1.969550 -3.852463 1.632892 0.0 0.0 0.0
H -1.909217 -6.345319 1.290545 0.0 0.0 0.0
H -0.365474 -7.256000 -0.466880 0.0 0.0 0.0
H 1.047285 -5.678289 -1.768848 0.0 0.0 0.0
Cl 1.875316 -2.772454 1.724973 0.4 -0.5 0.5
Si 3.403195 0.079555 -0.895245 0.2 -0.4 -0.3
Cl 4.331257 -1.793922 -1.052646 0.3 0.4 -0.1
Cl 3.262514 0.076983 1.329486 0.2 0.0 -0.2
Cl -2.108695 -0.926596 -5.304719 0.1 0.0 0.0
C -0.533924 -0.369328 -4.850643 -0.1 0.0 0.0
C 0.273405 0.294331 -5.756314 0.0 0.0 0.0
C 1.511372 0.730700 -5.315170 0.0 0.0 0.0
C 1.882924 0.466885 -4.005402 0.0 0.0 0.0
N 1.108354 -0.181982 -3.140554 0.1 0.1 -0.1
C -0.087361 -0.582244 -3.557663 0.0 0.0 0.0
H -0.061584 0.463418 -6.769868 0.0 0.0 0.0
H 2.179497 1.263915 -5.975647 0.0 0.0 0.0
H 2.846253 0.808671 -3.640734 0.0 0.0 0.0
H -0.729334 -1.078777 -2.839583 0.0 -0.1 0.0
```
Forces are in eV/Å.

Computed properties:
Total charge: +1
Energy above the lowest of the compared OMol25 structures with the same formula, charge and spin: 86.16 kcal per mole
2S+1: 2
LUMO level (alpha / beta): -3.6 / -5.0 eV
DFT total energy: -4438.16369 Ha
Frontier orbital gap (alpha / beta): 7.37 / 6.01 eV
Highest occupied orbital energy (alpha / beta): -11.0 / -11.0 eV
Maximum force: 0.0336 hartree/bohr

Results of the natural (NBO) charge analysis, in e, for atoms 1 through 2:
1. Ta 1.50
2. I 0.21

Record 2
Formula: C23H19F4N3SY
Source: OMol25
Level of theory: the ωB97M-V functional and the def2-TZVPD basis

```
51
Properties=species:S:1:pos:R:3:forces:R:3
Y 0.045385 -0.059248 0.045853 0.1 -0.1 0.1
C -0.181868 0.007366 -3.245644 0.0 0.0 0.0
N 0.740876 0.493598 -2.205788 0.0 -0.1 0.1
C 0.912779 1.952280 -2.337797 0.0 0.0 0.0
C 2.044802 -0.206880 -2.297845 0.0 0.0 0.0
C 2.993240 0.185437 -1.173228 0.0 0.0 0.1
N 2.260640 0.191823 0.091888 0.3 0.1 0.1
C 2.923963 0.559935 1.247820 -0.1 -0.1 -0.2
C 2.155228 0.753707 2.396518 0.0 0.0 0.0
F 0.781410 0.563427 2.245022 -0.1 -0.1 -0.2
C 2.630395 1.129558 3.626588 0.0 0.0 0.0
F 1.769702 1.282870 4.633295 0.0 0.0 0.0
C 3.982458 1.343669 3.798178 0.0 0.0 0.0
C 4.785641 1.159671 2.690551 0.0 0.0 0.0
F 6.100069 1.350266 2.792981 0.0 0.0 0.0
C 4.289419 0.778189 1.453472 0.1 0.0 0.0
F 5.166270 0.610841 0.448698 0.0 0.0 0.0
H 0.210101 0.211867 -4.246546 0.0 0.0 0.0
H -1.145820 0.504029 -3.136431 0.0 0.0 0.0
H -0.322969 -1.070738 -3.148071 0.0 0.0 0.0
H 1.397109 2.193391 -3.289450 0.0 0.0 0.0
H 1.525523 2.335571 -1.522991 0.0 0.0 0.0
H -0.063350 2.432390 -2.301354 0.0 0.0 0.0
H 2.513610 -0.003648 -3.267076 0.0 0.0 0.0
H 1.838237 -1.282747 -2.261320 0.0 0.0 0.0
H 3.437927 1.163252 -1.383418 0.0 0.0 0.0
H 3.816095 -0.532414 -1.183970 0.0 0.0 0.0
H 4.394164 1.638304 4.751678 0.0 0.0 0.0
S -4.417299 -1.664133 0.017205 -0.1 0.0 0.0
C -3.510426 -3.140773 -0.028059 -0.1 0.0 0.0
C -3.976076 -4.451249 -0.074786 0.0 0.0 0.0
C -3.042147 -5.467327 -0.100634 0.0 0.0 0.0
C -1.670332 -5.186246 -0.080157 0.0 0.0 0.0
C -1.214567 -3.884967 -0.032729 0.0 0.0 0.0
C -2.150092 -2.852930 -0.007117 0.1 0.2 0.0
N -1.863787 -1.486764 0.024084 0.0 0.0 0.0
C -2.959523 -0.746414 0.032886 0.0 0.1 0.0
C -2.958933 0.737417 0.049433 0.0 -0.1 0.0
C -4.184536 1.407065 0.037611 -0.1 0.0 0.0
C -4.220134 2.788919 0.056135 0.0 0.0 0.0
C -3.029756 3.504872 0.090280 0.0 0.0 0.0
C -1.816446 2.829648 0.102104 0.0 0.0 0.0
C -1.727708 1.435209 0.080433 -0.3 0.2 0.0
H -5.035422 -4.668230 -0.087142 0.0 0.0 0.0
H -3.374976 -6.495338 -0.135910 0.0 0.0 0.0
H -0.960360 -6.001482 -0.100288 0.0 0.0 0.0
H -0.151031 -3.674489 -0.014027 0.0 0.0 0.0
H -5.120619 0.859729 0.014634 0.0 0.0 0.0
H -5.170213 3.305503 0.048408 0.0 0.0 0.0
H -3.051963 4.586993 0.111299 0.0 0.0 0.0
H -0.908293 3.424322 0.136523 0.0 0.0 0.0
```
Forces are in eV/Å.

Computed properties:
Total charge: +1
Energy above the lowest of the compared OMol25 structures with the same formula, charge and spin: 0.00 kcal per mole
LUMO level: -3.3 eV
DFT total energy: -1887.94908 Ha
Frontier orbital gap: 7.45 eV
Highest occupied orbital energy: -10.8 eV
Maximum force: 0.0071 hartree/bohr

Results of the natural (NBO) charge analysis, in e, for atoms 1 through 2:
1. Y 2.25
2. C -0.42

Record 3
Formula: C23H19FN3O3Pt
Source: OMol25
Level of theory: the ωB97M-V functional and the def2-TZVPD basis

```
50
Properties=species:S:1:pos:R:3:forces:R:3
Pt 0.189793 0.448672 -0.465034 0.9 0.6 0.1
N -1.175873 1.526484 0.538732 -0.2 0.1 0.1
C -1.921430 2.406446 -0.375870 0.0 0.1 0.1
C -2.788536 3.379791 0.014535 -0.1 0.1 0.0
C -3.470141 4.128756 -0.977629 0.1 -0.1 0.0
C -3.256858 3.890101 -2.308412 0.0 0.0 0.0
C -2.335003 2.893428 -2.721782 -0.1 0.1 -0.1
C -2.003466 2.598674 -4.064413 0.0 0.0 0.0
C -1.061428 1.641641 -4.342485 0.0 0.0 0.1
C -0.430750 0.968848 -3.286676 -0.2 0.1 -0.1
N -0.737665 1.215988 -2.025942 -0.2 -0.2 -0.2
C -1.680419 2.160992 -1.727329 0.2 -0.1 0.0
H -0.753060 2.041686 1.313201 0.0 0.0 -0.1
H -1.813675 0.834147 0.936235 0.0 0.1 0.1
H -2.963772 3.585133 1.063927 0.0 0.0 0.0
H -4.164716 4.896228 -0.667579 0.0 0.0 0.0
H -3.778495 4.466516 -3.061099 0.0 0.0 0.0
H -2.484865 3.145421 -4.865602 0.0 0.0 0.0
H -0.785536 1.399978 -5.358336 0.0 0.0 0.0
H 0.335886 0.225282 -3.472442 0.0 0.0 0.0
C 5.331451 -4.490626 1.953836 -0.1 0.1 0.0
C 4.062765 -5.329174 2.060220 0.2 -0.1 0.0
C 4.183848 -6.634320 1.304007 -0.1 0.0 -0.1
C 2.890681 -7.426377 1.378134 0.0 0.0 0.0
C 1.759337 -6.620390 0.862583 0.0 -0.1 0.0
C 0.635696 -7.204779 0.330923 0.0 0.0 0.0
C -0.382935 -6.396402 -0.153932 -0.1 0.0 0.0
F -1.431505 -6.929465 -0.670903 0.1 0.1 0.1
C -0.337562 -4.954699 -0.124552 0.1 0.1 0.1
C 0.740809 -4.351145 0.414467 -0.3 -0.1 -0.2
C 0.801684 -2.858752 0.499183 0.1 0.1 0.3
O -0.014915 -2.142105 -0.036010 0.1 -0.8 -0.2
C 1.907073 -2.334968 1.331312 -0.2 -0.2 -0.4
C 2.836509 -3.196716 1.803356 0.0 0.3 0.0
N 2.838112 -4.558109 1.544480 -0.2 -0.3 0.0
C 1.822798 -5.155393 0.939119 0.3 0.0 0.1
C 2.018179 -0.872967 1.734543 0.7 0.0 1.4
O 2.610303 -0.751466 2.795738 -0.3 0.0 -0.6
O 1.557988 0.066296 1.016013 -0.6 0.1 -0.5
H 6.176551 -5.166070 2.080214 0.0 0.0 0.0
H 5.418299 -3.732540 2.728679 0.0 0.0 0.0
H 5.425187 -4.023067 0.972532 0.0 0.0 0.0
H 3.838443 -5.529921 3.114220 -0.2 0.1 0.0
H 5.001339 -7.204256 1.741795 0.0 0.0 0.0
H 4.450213 -6.431868 0.262262 0.1 0.0 0.0
H 2.663421 -7.694217 2.421533 0.0 0.0 0.0
H 2.951031 -8.370903 0.836384 0.0 0.0 0.0
H 0.536725 -8.281961 0.272472 0.0 0.0 0.0
H -1.170709 -4.383880 -0.517703 0.0 0.0 0.0
H 3.642645 -2.830282 2.419116 0.0 0.0 0.0
```
Forces are in eV/Å.

Computed properties:
Total charge: +3
Energy above the lowest of the compared OMol25 structures with the same formula, charge and spin: 0.00 kcal per mole
LUMO level (alpha / beta): -13.6 / -13.6 eV
DFT total energy: -1495.96052 Ha
Frontier orbital gap (alpha / beta): 3.23 / 3.23 eV
Highest occupied orbital energy (alpha / beta): -16.8 / -16.8 eV
Maximum force: 0.0306 hartree/bohr

Results of the natural (NBO) charge analysis, in e, for atoms 1 through 2:
1. Pt 1.01
2. N -0.72